[1]
89
Properties=species:S:1:pos:R:3:lowdin_charge:R:1 method="wB97M-V/def2-TZVPD" charge=+1 gap_ev=7.666 max_force_ev_per_a=0.8
O -1.44652 1.19065 -1.87494 -0.3265
P -1.43882 0.78297 -0.33454 0.6744
O -2.53368 -0.39752 -0.16484 -0.3197
P 0.53428 -0.36433 -0.25199 0.4535
Br 0.61312 -2.17621 -1.42277 0.3467
H -1.56202 0.46978 -2.53625 0.0038
H -2.66350 -0.99646 -0.91290 0.0596
H 1.44827 0.53065 -0.81064 -0.0507
H 0.96977 -0.62500 1.05872 -0.0601
C -3.63603 -2.42521 -4.82562 -0.2639
S -2.29953 -1.28793 -5.15316 0.8690
O -2.09941 -0.48770 -3.89635 -0.5915
C -3.18813 -0.21963 -6.27796 -0.2519
H -3.29076 -3.15264 -4.09426 0.0436
H -4.49293 -1.87585 -4.43587 0.0672
H -3.90152 -2.95075 -5.74224 0.0617
H -4.07090 0.17593 -5.77671 0.0649
H -3.46553 -0.79614 -7.15988 0.0629
H -2.52038 0.59122 -6.56105 0.0562
C -4.19525 -6.67674 -2.78696 -0.2738
S -5.53984 -6.54771 -3.97187 0.8142
O -5.17947 -5.45131 -4.91256 -0.5634
C -6.74660 -5.87034 -2.82864 -0.2695
H -3.32320 -7.04247 -3.32547 0.0495
H -3.99314 -5.69179 -2.36493 0.0494
H -4.46786 -7.38439 -2.00429 0.0554
H -6.36158 -4.94206 -2.40631 0.0550
H -6.95301 -6.59895 -2.04489 0.0564
H -7.65425 -5.67433 -3.39567 0.0525
C 3.52084 -1.91185 3.93756 -0.2518
S 3.62224 -0.32318 3.12497 0.8510
O 2.66914 -0.36022 1.95818 -0.6373
C 5.24633 -0.52694 2.41521 -0.2603
H 2.53842 -1.98168 4.40148 0.0561
H 3.65347 -2.72139 3.22111 0.0194
H 4.29113 -1.95900 4.70707 0.0654
H 5.25403 -1.40531 1.77075 0.0584
H 5.98000 -0.63333 3.21368 0.0691
H 5.48125 0.35727 1.82985 0.0248
C 7.41011 2.72722 0.69539 -0.2714
S 8.04799 1.30325 -0.19891 0.8040
O 7.92207 0.13646 0.71654 -0.5596
C 9.76708 1.81551 -0.16377 -0.2671
H 6.33894 2.58133 0.82520 0.0381
H 7.89996 2.79017 1.66701 0.0618
H 7.58848 3.63079 0.11246 0.0543
H 10.08264 1.93991 0.87181 0.0611
H 9.87816 2.74578 -0.72052 0.0558
H 10.34980 1.02959 -0.63980 0.0523
C -4.94463 2.69425 1.12037 -0.2538
S -5.75107 1.62536 2.31512 0.8070
O -6.88636 2.40069 2.87402 -0.5436
C -4.43241 1.68595 3.53680 -0.2530
H -5.62498 2.82810 0.28145 0.0601
H -4.73118 3.66076 1.57901 0.0139
H -4.02181 2.22798 0.77588 0.0239
H -4.25803 2.72382 3.82073 0.0138
H -3.52863 1.24048 3.11999 0.0542
H -4.76343 1.11392 4.40133 0.0570
C 5.26753 -4.85085 0.07664 -0.2589
S 3.77771 -4.76050 1.07425 0.7741
O 4.18382 -5.00502 2.48382 -0.5470
C 3.04042 -6.28187 0.47082 -0.2659
H 5.89599 -4.00446 0.34774 0.0476
H 5.78647 -5.78418 0.29380 0.0625
H 5.00170 -4.78894 -0.97864 0.0557
H 3.72387 -7.10926 0.66008 0.0618
H 2.83280 -6.18510 -0.59490 0.0529
H 2.11207 -6.43343 1.01792 0.0510
C 0.10196 4.92499 -0.36101 -0.2510
S 0.97342 3.76480 -1.40267 0.8353
O 1.14557 2.52545 -0.56863 -0.6512
C 2.56936 4.57606 -1.40015 -0.2589
H -0.90764 4.54950 -0.20474 0.0482
H 0.61496 5.00976 0.59645 0.0668
H 0.05700 5.89041 -0.86506 0.0637
H 2.91428 4.68168 -0.37191 0.0609
H 2.47162 5.54924 -1.88064 0.0597
H 3.25695 3.95274 -1.96820 0.0522
C -5.24594 5.59896 3.22691 -0.2579
S -3.54620 6.17224 3.16388 0.8211
O -2.91617 5.55265 1.96345 -0.5703
C -2.96844 5.24027 4.58566 -0.2580
H -5.77011 6.03473 2.37882 0.0643
H -5.27191 4.51025 3.16410 0.0051
H -5.70448 5.93843 4.15538 0.0659
H -3.14102 4.17779 4.41274 0.0277
H -3.49386 5.57877 5.47838 0.0614
H -1.90284 5.43345 4.69060 0.0526



[2]
83
Properties=species:S:1:pos:R:3:lowdin_charge:R:1 method="wB97M-V/def2-TZVPD" charge=+1 gap_ev=7.847 max_force_ev_per_a=0.7
N 2.93227 3.41854 -1.64907 0.0304
C 1.80338 3.29213 -2.55430 -0.2323
C 0.68736 4.29772 -2.30595 -0.0746
N 0.27261 4.38303 -0.84752 -0.0791
C 0.82814 5.59234 -0.15596 -0.0611
C 0.19838 5.74449 1.25142 -0.1336
O -0.45468 4.57063 1.69056 -0.0920
C -1.43743 3.96803 0.84538 -0.2443
C -1.29422 2.44022 1.07834 -0.1200
O -1.05478 1.71836 -0.13354 -0.1653
N -2.30567 1.09251 -0.62384 0.0419
O -2.17742 0.77431 -1.72093 0.1204
C -1.20662 4.41517 -0.59928 -0.0381
H 3.42159 2.54219 -1.52666 0.0874
H 2.70668 3.74077 -0.71795 0.0419
H 1.38026 2.28614 -2.57774 0.0986
H 2.13970 3.50775 -3.57425 0.1317
H -0.19523 3.98557 -2.86534 0.1368
H 0.94969 5.31189 -2.61086 0.1359
H 0.61731 3.53371 -0.39079 0.1658
H 0.54948 6.43289 -0.79486 0.1386
H 1.91646 5.52610 -0.14892 0.1309
H 0.97749 5.91729 1.99235 0.1397
H -0.47528 6.60950 1.26229 0.1353
H -2.44577 4.29041 1.13133 0.1647
H -0.41360 2.28165 1.70536 0.1406
H -2.15706 2.02939 1.60562 0.1055
H -1.71586 3.77238 -1.31441 0.1328
H -1.52338 5.44609 -0.76662 0.1511
C 0.15002 -2.20209 -0.37584 -0.1354
O 0.56660 -1.00841 0.29813 -0.1254
H 0.98130 -2.89612 -0.32496 0.0582
H -0.73501 -2.64833 0.08227 0.0911
H -0.06698 -1.98216 -1.42530 0.0628
H -0.13783 -0.36114 0.20005 0.0245
C 2.64063 -4.91406 2.18705 -0.1278
O 1.66143 -4.12045 1.52277 -0.1437
H 2.79802 -5.79605 1.56964 0.0693
H 3.59336 -4.38971 2.28519 0.0850
H 2.30437 -5.23407 3.17527 0.0826
H 1.51289 -3.31276 2.02235 0.0798
C -3.42405 0.79034 4.45842 -0.1231
O -2.82474 1.92170 3.80425 -0.1539
H -3.20863 -0.07873 3.84001 0.0871
H -2.99055 0.64620 5.44736 0.0754
H -4.50373 0.89136 4.55684 0.0689
H -3.00548 2.69327 4.35083 0.0877
C 1.64641 -1.45570 -3.56036 -0.1313
O 1.17442 -0.09903 -3.49894 -0.1497
H 2.22336 -1.59347 -4.47110 0.0867
H 2.28583 -1.66066 -2.70039 0.0847
H 0.81660 -2.16127 -3.56704 0.0749
H 0.66749 -0.03375 -2.68377 0.0507
C 0.87716 0.06404 -7.25333 -0.1695
O -0.01336 0.35900 -6.19388 -0.1312
H 0.43342 0.46206 -8.16438 0.0766
H 1.85724 0.53324 -7.11883 0.0749
H 1.02217 -1.01171 -7.39127 0.0761
H 0.35741 0.02026 -5.37125 0.0220
C -6.27879 -1.93229 5.88081 -0.1560
O -5.64064 -0.73982 6.31832 -0.1322
H -5.51106 -2.70320 5.85815 0.0783
H -7.06749 -2.25335 6.56494 0.0777
H -6.70147 -1.83314 4.87719 0.0754
H -6.30602 -0.04863 6.37154 0.0751
C 1.63907 -7.02508 -1.20058 -0.1140
O 2.03165 -5.66473 -1.30326 -0.1377
H 2.09658 -7.54833 -2.03767 0.0860
H 1.98989 -7.48642 -0.27362 0.0772
H 0.55575 -7.14878 -1.26690 0.0887
H 1.64990 -5.16809 -0.57052 0.0601
C 0.15682 0.71556 6.21140 -0.1573
O -0.72279 1.79877 5.96298 -0.1346
H 0.33196 0.69519 7.28505 0.0816
H -0.27525 -0.24568 5.91624 0.0756
H 1.12072 0.83785 5.70901 0.0743
H -0.92351 1.83271 5.02138 0.0400
C 2.94628 -5.11733 -4.60094 -0.1616
O 1.91667 -4.70850 -3.71807 -0.1498
H 2.59928 -4.90214 -5.61072 0.0749
H 3.88173 -4.57418 -4.43365 0.0748
H 3.14991 -6.18922 -4.53078 0.0731
H 2.17724 -4.93420 -2.81392 0.0126



[3]
82
Properties=species:S:1:pos:R:3:lowdin_charge:R:1 method="wB97M-V/def2-TZVPD" charge=0 smiles="NC(N)=O.NC(N)=O.CC(C)O.CC(C)O.CC(C)O.CO.CO.CO.CO.CO" gap_ev=9.629 max_force_ev_per_a=11.6
N 0.46651 -3.41965 -3.75066 0.1412
C 0.23424 -2.16870 -3.59164 -0.6162
N -1.01270 -1.86894 -3.49253 0.1913
O 1.30057 -1.27588 -3.46493 -0.1057
H 1.43578 -3.53969 -3.94812 0.1344
H -0.21204 -4.17484 -3.94993 0.1661
H -1.27033 -0.91903 -3.40032 0.0580
H -1.76643 -2.59098 -3.59080 0.1596
N -2.33954 2.18774 1.46139 0.1883
C -1.18874 2.81435 1.36116 -0.5662
N -0.21591 2.12131 1.91742 0.1383
O -0.97617 4.04000 0.72431 -0.1133
H -3.12554 2.81470 1.10580 0.1698
H -2.61647 1.30733 1.88344 0.0972
H 0.77292 2.43301 1.93910 0.0799
H -0.53653 1.68773 2.81972 0.1659
C -0.89251 2.83486 -4.58067 -0.0248
C -0.98575 2.13077 -3.24525 -0.6924
C -1.53032 2.98393 -2.19418 -0.0366
O -1.60179 1.07211 -3.35921 0.0155
H -1.94251 2.96709 -4.96159 0.1019
H -0.38114 2.21756 -5.31312 0.0800
H -0.38973 3.76415 -4.38058 0.0779
H 0.05125 1.88317 -3.00995 0.1410
H -1.87983 2.40428 -1.36430 0.0572
H -2.24987 3.72502 -2.50099 0.0995
H -0.73072 3.55090 -1.79551 0.0676
H -2.53236 1.15487 -3.23524 0.1140
C -3.35674 -2.17064 3.72840 -0.0306
C -2.09479 -1.72908 2.99283 -0.6215
C -1.56755 -2.65862 1.93801 -0.0152
O -2.12692 -0.54449 2.56201 0.0009
H -4.24416 -2.11515 3.11537 0.0717
H -3.43375 -1.49760 4.61093 0.0902
H -3.37851 -3.17403 4.14008 0.0735
H -1.29988 -1.75735 3.80749 0.1469
H -1.72634 -3.70933 2.18735 0.1034
H -0.51704 -2.48567 1.80729 0.0529
H -1.99235 -2.49948 1.01075 0.0484
H -1.67467 -0.55786 1.72719 0.0463
C 2.20921 0.85157 4.15154 -0.0209
C 1.81423 0.04663 2.98665 -0.5979
C 2.65897 -1.22342 2.71403 -0.0174
O 0.66795 -0.50214 3.10102 -0.0167
H 1.96055 1.94117 4.02097 0.0949
H 3.23565 0.69661 4.35517 0.0682
H 1.89665 0.51601 5.11730 0.0827
H 1.84096 0.70606 2.08926 0.1100
H 2.53910 -1.99839 3.49928 0.0957
H 3.73213 -1.03180 2.83270 0.0790
H 2.35371 -1.74299 1.76824 0.0682
H 0.40120 -0.59230 2.21613 0.0311
C 3.72674 -0.31940 -1.75905 -0.1598
O 4.07660 -0.42342 -0.37553 -0.1389
H 3.21618 -1.22752 -2.03538 0.0412
H 4.67231 -0.23326 -2.31061 0.0814
H 3.06767 0.55475 -2.04675 0.0904
H 3.66971 -1.24116 -0.05720 0.0443
C 2.47237 3.14242 0.80180 -0.1565
O 2.21471 3.72726 2.07432 -0.1188
H 2.76790 2.15789 0.97097 0.0412
H 3.28574 3.67297 0.23664 0.1016
H 1.67086 3.18818 0.01700 0.0880
H 1.89143 4.62990 1.97099 0.0991
C -2.97029 -1.01345 -1.36186 -0.1967
O -3.04452 0.20876 -0.76380 -0.1033
H -3.15858 -0.95906 -2.44411 0.0723
H -3.76659 -1.55722 -0.93936 0.0750
H -2.01704 -1.51316 -1.19404 0.0648
H -2.13657 0.41427 -0.51787 0.0293
C 0.54327 0.30278 -0.59568 -0.1245
O -0.36378 0.03410 0.42260 -0.1549
H 1.56871 0.28954 -0.27463 0.0733
H 0.37871 1.26139 -0.93559 0.0496
H 0.34443 -0.20950 -1.50810 0.0643
H -0.22036 0.82411 0.97829 -0.0020
C 1.05220 -2.92398 -0.49367 -0.1564
O 1.26768 -4.06141 -1.29051 -0.1125
H 1.77427 -2.17387 -0.78562 0.0506
H 1.14070 -3.13056 0.53299 0.0542
H 0.03940 -2.55068 -0.68048 0.0736
H 1.05419 -3.77554 -2.19862 -0.0029



[4]
78
Properties=species:S:1:pos:R:3:lowdin_charge:R:1 method="wB97M-V/def2-TZVPD" charge=0 smiles=CC(C)O.CC(C)O.CC(C)O.CO.CO.CO.CO.CO.CO.CO gap_ev=9.851 max_force_ev_per_a=3.0
C 10.30801 9.31673 12.48373 -0.0387
C 10.89546 8.49480 13.63704 -0.4580
C 9.89624 7.48042 14.14496 -0.0447
O 12.01360 7.78382 13.10135 -0.1087
H 9.57862 10.00991 12.98634 0.1031
H 9.71358 8.58253 11.88470 0.0575
H 11.13093 9.85194 12.00969 0.0762
H 11.35913 9.10530 14.38868 0.1319
H 9.37867 6.91676 13.35077 0.0564
H 9.15709 7.94155 14.80663 0.0779
H 10.43263 6.67117 14.69980 0.0967
H 11.66086 7.11844 12.44874 0.0728
C 10.15295 16.18837 9.37950 -0.0720
C 9.38438 15.51802 10.44801 -0.5340
C 9.15516 14.00180 10.15354 -0.0541
O 10.14828 15.67222 11.59494 -0.0600
H 11.08512 15.65513 9.17438 0.0847
H 10.44776 17.17631 9.65310 0.0711
H 9.66490 16.25903 8.39782 0.0912
H 8.41265 15.94090 10.47950 0.1187
H 8.92456 13.41627 11.06746 0.0764
H 10.08981 13.51735 9.81660 0.0755
H 8.31065 13.92167 9.45684 0.0826
H 9.62365 15.48606 12.43048 0.1334
C 6.00790 10.00437 16.09010 -0.0445
C 5.47146 10.06283 14.64356 -0.4773
C 5.67099 11.35888 13.94120 -0.0567
O 6.19018 9.19249 13.77418 -0.0720
H 7.07664 10.15826 16.13356 0.0796
H 5.74995 9.04854 16.51840 0.0681
H 5.52170 10.74481 16.69864 0.0711
H 4.41689 9.72540 14.70768 0.1380
H 6.49209 11.20526 13.20913 0.0966
H 5.75019 12.21149 14.61459 0.0821
H 4.83877 11.66514 13.35596 0.0603
H 6.24457 8.33834 14.14827 0.0594
C 15.42119 7.97989 13.10618 -0.1511
O 14.51504 8.86935 12.47757 -0.1651
H 14.94823 6.98427 13.32447 0.0932
H 16.18350 7.88966 12.32980 0.0846
H 15.73651 8.28436 14.09752 0.0756
H 13.61225 8.53346 12.72299 0.0586
C 10.98439 4.93178 10.88781 -0.1413
O 10.94154 6.32170 11.02071 -0.1385
H 11.90459 4.53362 11.28804 0.0776
H 10.14149 4.45802 11.47576 0.0996
H 10.97859 4.71744 9.81657 0.0829
H 10.01747 6.57862 10.89185 0.0663
C 12.19943 12.04834 16.61371 -0.2078
O 11.08374 12.04588 15.78088 -0.1467
H 12.53301 13.09285 16.82518 0.0793
H 12.06052 11.50140 17.61185 0.0934
H 13.06304 11.51974 16.19628 0.0636
H 11.39892 12.08094 14.84360 0.0453
C 12.62244 13.33271 12.77524 -0.1234
O 12.41934 12.00217 13.22813 -0.1574
H 11.97204 14.02712 13.34980 0.0893
H 13.63171 13.58352 12.95190 0.0641
H 12.31187 13.44332 11.73749 0.0739
H 13.32898 11.61009 13.15753 0.0681
C 16.02857 11.61839 12.51973 -0.1455
O 15.26164 11.29632 13.67767 -0.1411
H 16.74678 10.78189 12.35710 0.0901
H 15.46267 11.71004 11.61622 0.0670
H 16.50299 12.59690 12.77134 0.0959
H 15.01923 10.41631 13.43412 -0.0025
C 9.26588 10.01906 8.56315 -0.1520
O 8.69495 10.86101 9.53913 -0.1283
H 10.00768 10.46392 7.95398 0.0666
H 9.58158 9.10447 9.06351 0.0643
H 8.42335 9.64099 7.97055 0.0841
H 9.36626 11.10834 10.17157 0.0449
C 7.03337 7.19434 11.20882 -0.1050
O 7.72271 6.03334 11.79202 -0.1646
H 6.07036 7.44243 11.69791 0.0800
H 7.69543 8.04004 11.37409 0.0585
H 6.87162 7.04365 10.17109 0.0624
H 7.16033 5.22329 11.68148 0.1002